Computed, not measured: a gas-phase ion, C4H12N3O (charge +1) at a distorted geometry, with ωB97M-V with the def2-TZVPD basis set.

Geometry as XYZ:
```
20
Properties=species:S:1:pos:R:3:forces:R:3:nbo_charge:R:1
C -1.27346 0.21003 -0.11719 -1.2 1.4 0.2 0.57
C -2.67019 0.10146 0.49735 0.4 -0.5 0.2 -0.68
C 1.98789 -1.49437 0.20618 -3.1 1.1 -1.5 -0.40
C 1.20722 0.81325 0.42235 -0.9 -0.6 3.8 0.43
N -1.19638 -0.12733 -1.38938 1.9 -1.3 -2.3 -0.73
N 1.69999 -0.15134 -0.35620 1.2 -2.6 1.7 -0.65
N -0.31750 0.76733 0.57953 0.2 -0.9 -1.1 -0.57
O 1.47533 2.11947 0.24658 1.1 1.6 -1.7 -0.68
H -2.61041 -0.82901 1.10011 -0.1 0.7 0.3 0.26
H -2.87903 1.02018 1.13890 -0.1 -1.4 -1.0 0.27
H -3.44757 -0.19741 -0.25203 0.6 1.1 0.5 0.25
H 1.50365 -2.26319 -0.37564 -0.6 -0.2 -0.3 0.20
H 2.95113 -1.77199 0.16644 3.8 -0.4 0.1 0.21
H 1.60056 -1.58690 1.18223 -0.3 0.1 1.2 0.21
H 1.50842 0.52212 1.51301 -0.4 0.8 -1.7 0.18
H -1.95234 -0.62855 -1.80715 -0.7 -0.1 0.2 0.42
H -0.37867 -0.22122 -2.06215 -1.0 0.6 2.0 0.43
H 1.75910 -0.06442 -1.29665 0.3 0.5 -3.2 0.38
H -0.52274 1.38987 1.30926 -1.1 0.4 1.3 0.42
H 1.55499 2.39204 -0.70555 -0.1 -0.5 1.2 0.49
```
Forces are in eV/Å.

Properties
HOMO	-13.5	eV
charge	+1
energy	-10853.13603	eV
SMILES	CN[C@@H](O)/[NH+]=C(/C)N
orbital gap	10.2839	eV



Computed, not measured: a molecular structure, C4H12N3OPS at a distorted geometry, with ωB97M-V with the def2-TZVPD basis set.

Geometry as XYZ:
```
22
Properties=species:S:1:pos:R:3:forces:R:3:nbo_charge:R:1
C -0.37047 1.39610 1.64516 -1.0 -0.9 2.9 -0.44
C -0.72565 2.00991 0.41531 -4.3 2.2 -1.6 -0.43
C -1.01689 0.53766 0.60298 0.5 1.7 -0.3 -0.06
C -2.08865 -2.02609 -1.51958 1.1 -0.8 -1.7 -0.77
N 2.14736 -1.23442 0.89194 2.6 1.5 -4.8 -1.18
N 1.92785 1.17278 -0.35778 -0.6 -1.2 0.9 -1.21
N -0.28684 -0.40473 -0.13737 1.9 -2.4 -1.4 -0.91
O 1.70631 -0.93497 -1.79756 0.5 -0.8 -0.8 -1.09
P 1.43586 -0.41773 -0.47048 -1.3 0.5 1.7 2.33
S -0.81685 -2.06850 -0.21953 -0.5 0.4 0.6 0.38
H 0.67650 1.29384 1.75614 0.8 -0.4 0.5 0.21
H -0.94368 1.55324 2.56773 0.5 0.2 -0.3 0.22
H -1.67833 2.61792 0.30694 0.9 -0.8 0.7 0.20
H -0.06023 2.52391 -0.19550 1.6 -0.2 -1.0 0.23
H -2.08758 0.39231 0.65384 0.2 -0.5 0.2 0.23
H -2.57175 -1.08559 -1.45912 -1.3 0.6 0.6 0.22
H -2.72523 -2.95530 -1.61615 0.6 1.2 0.8 0.24
H -1.60727 -1.92570 -2.50932 0.2 -0.3 0.4 0.22
H 1.60756 -1.58017 1.57669 -2.7 -1.3 2.8 0.39
H 2.78346 -1.97443 0.54096 -0.5 0.8 0.4 0.41
H 2.30238 1.63566 -1.13262 0.3 0.3 -1.6 0.41
H 2.39214 1.47430 0.45733 0.4 0.1 1.1 0.40
```
Forces are in eV/Å.

Properties
HOMO	-8.3	eV
energy	-30984.46669	eV
orbital gap	9.1501	eV



Computed, not measured: a molecular structure, C4H12N3OS at a distorted geometry, with ωB97M-V with the def2-TZVPD basis set.

Geometry as XYZ:
```
21
Properties=species:S:1:pos:R:3:forces:R:3:nbo_charge:R:1
C -0.02144 -0.79169 0.12894 -2.0 -0.8 -2.9 0.02
C 1.09969 -0.21692 -0.34680 0.6 -0.1 0.8 -0.03
C 2.45314 -0.81392 -0.36918 -0.4 -1.6 1.9 -0.10
C -2.87211 -1.03643 -0.01894 3.5 0.6 0.2 -0.37
N -1.15257 1.22603 0.43395 -2.8 2.0 -0.3 -0.64
N -1.21119 -0.14972 0.35610 -1.8 -2.1 0.9 -0.33
N 1.21827 1.20856 -0.15960 0.2 1.4 -0.3 -0.76
O 3.22910 0.03952 0.55228 0.1 -1.6 -1.0 -0.76
S -4.01688 0.24355 -0.19669 -0.2 -0.4 -0.4 0.13
H -0.22873 -1.84488 -0.20404 0.7 0.7 1.3 0.23
H 2.40798 -1.89624 0.05708 0.2 1.8 -1.0 0.20
H 2.81448 -0.78656 -1.37321 0.9 -0.1 -0.6 0.19
H -2.61715 -1.62857 -0.92531 -0.4 0.9 0.4 0.25
H -2.83701 -1.70711 0.84217 -0.5 0.5 0.0 0.25
H -1.73421 1.63381 -0.33292 0.5 -0.3 0.4 0.39
H -1.54816 1.72871 1.27992 0.6 -1.5 -0.7 0.39
H 1.43710 1.85491 -0.91560 0.0 -0.7 -0.8 0.41
H 2.00075 1.34271 0.47441 -0.1 0.2 0.7 0.45
H 0.16935 1.44193 0.15219 0.6 0.6 0.6 0.42
H 3.94443 -0.53802 0.83161 0.3 0.3 0.3 0.50
H -4.13870 0.46948 1.10511 -0.2 0.1 0.4 0.14
```
Forces are in eV/Å.

Properties
HOMO	-11.9	eV
charge	+1
energy	-21685.39612	eV
orbital gap	9.1318	eV



Computed, not measured: a gas-phase ion, C4H12N3S (charge +1) at a distorted geometry, with ωB97M-V with the def2-TZVPD basis set.

Geometry as XYZ:
```
20
Properties=species:S:1:pos:R:3:forces:R:3:nbo_charge:R:1
C -0.20445 1.94466 0.54830 2.2 -5.4 -2.6 0.34
C 1.02543 -1.28124 -1.12475 1.6 -1.2 0.5 -0.42
C -1.28462 -0.50120 -1.05383 0.7 0.0 -3.2 -0.43
C -0.36577 -1.22860 0.94534 1.6 0.7 1.8 -0.34
N 0.53887 0.82260 -0.24452 -1.7 5.5 2.8 -0.48
N 0.33351 3.13969 0.54854 0.8 -0.8 -0.6 -0.71
N 0.00213 -0.49386 -0.35903 -1.2 -1.1 2.7 -0.11
S 0.62013 -0.94254 2.52513 1.0 -0.3 -2.5 0.00
H -1.11511 1.82949 1.16913 0.4 -0.2 -0.7 0.21
H 0.95083 -2.42075 -1.15760 -1.0 1.7 0.1 0.25
H 1.11255 -0.85635 -2.10249 -0.2 0.1 -0.6 0.24
H 2.02246 -1.14962 -0.67047 -0.6 0.4 0.2 0.25
H -2.12652 -0.07189 -0.61544 -0.8 0.9 1.8 0.23
H -1.07676 0.14037 -1.90165 -0.2 -0.2 -0.6 0.24
H -1.58809 -1.49080 -1.37205 0.3 -0.3 -0.1 0.24
H -1.38838 -1.02860 1.14192 -0.8 0.7 0.5 0.22
H -0.35828 -2.27154 0.81103 0.4 -1.3 -0.8 0.23
H -0.23705 3.90920 0.85300 0.3 0.3 0.2 0.43
H 1.27485 3.27591 0.14137 -1.0 0.1 0.2 0.44
H 1.86426 -1.32492 1.91805 -1.7 0.5 1.0 0.16
```
Forces are in eV/Å.

Properties
HOMO	-13.1	eV
charge	+1
energy	-19638.26815	eV
SMILES	C[N+](C)(CS)/N=C/N
orbital gap	9.8111	eV



Computed, not measured: 2 unconnected molecules or ions with the total composition C4H12N4, with ωB97M-V with the def2-TZVPD basis set.

Geometry as XYZ:
```
20
Properties=species:S:1:pos:R:3:forces:R:3:nbo_charge:R:1
N 1.55444 -1.83704 -1.06402 -0.1 -0.1 -0.1 -0.83
C 1.21391 -1.75219 0.35669 0.1 0.2 0.2 -0.26
C 2.54664 -0.66954 2.15436 -0.1 -0.3 -0.2 -0.40
C 2.44090 -1.59345 1.21060 -0.1 0.1 0.1 -0.16
H 0.75467 -1.56604 -1.62177 0.0 0.0 0.0 0.36
H 1.76473 -2.79083 -1.33252 0.1 0.0 0.1 0.35
H 0.62254 -2.59701 0.72416 0.0 -0.2 -0.1 0.18
H 0.58737 -0.87245 0.51050 0.0 0.0 -0.1 0.19
H 3.41921 -0.59070 2.78154 0.1 0.1 0.1 0.20
H 1.72231 0.00978 2.31453 0.0 0.2 0.2 0.18
H 3.26337 -2.27587 1.03572 0.0 -0.1 -0.1 0.19
N -2.31320 2.75442 -0.01572 0.1 -0.1 -0.1 -0.84
C -2.45926 1.67406 -0.88309 0.0 0.0 -0.2 0.57
N -1.59903 1.69517 -1.98079 0.0 0.0 0.4 -0.82
N -3.33703 0.75665 -0.79476 0.1 -0.1 0.1 -0.77
H -2.50407 2.54334 0.94964 -0.1 0.1 0.0 0.39
H -1.49482 3.32718 -0.14039 0.0 0.0 0.0 0.38
H -0.69091 2.09389 -1.80052 0.0 0.0 -0.1 0.37
H -1.54523 0.78280 -2.40646 -0.1 0.1 -0.2 0.39
H -3.94656 0.90782 0.00231 0.0 0.0 0.0 0.33
```
Forces are in eV/Å.

Properties
HOMO	-9.2	eV
energy	-10302.42582	eV
SMILES	N=C(N)N.C=CCN
orbital gap	9.7701	eV



Computed, not measured: 2 unconnected molecules or ions with the total composition C4H12N4 at a distorted geometry, with ωB97M-V with the def2-TZVPD basis set.

Geometry as XYZ:
```
20
Properties=species:S:1:pos:R:3:forces:R:3:nbo_charge:R:1
C 0.72106 -1.60148 -0.46601 -0.2 0.0 0.1 -0.68
C 0.18718 -0.23632 -0.78560 0.3 0.5 0.6 0.47
C 1.28852 0.98028 0.58244 0.0 -0.4 -0.8 -0.51
C 2.28108 0.55542 1.36756 -0.2 0.0 0.0 -0.42
N 0.15791 0.19746 -1.97739 -0.1 0.1 0.0 -0.80
H -0.24218 1.12430 -2.10092 0.1 0.0 0.0 0.33
H 1.40921 1.98305 0.15474 -0.1 0.0 0.1 0.17
H 1.75302 -1.64987 -0.80516 0.0 0.1 0.0 0.25
H 0.68547 -1.80868 0.60047 0.0 0.0 0.0 0.22
H 0.14482 -2.35824 -1.00223 0.0 0.0 0.1 0.22
H 2.28736 -0.44694 1.79278 0.0 0.0 0.0 0.17
H 3.14102 1.16504 1.64474 -0.1 0.0 0.0 0.18
N -1.15163 0.10483 0.23084 0.7 0.1 -0.3 -0.23
N -1.99921 -1.01829 0.45052 0.3 0.4 0.2 -0.64
N -1.86510 1.28267 -0.14719 0.1 -0.2 0.3 -0.66
H -0.38162 0.39253 0.94626 -1.0 -0.5 -0.2 0.47
H -2.40650 -1.28691 -0.44332 0.1 0.1 0.0 0.36
H -2.75321 -0.70559 1.05543 0.0 0.0 -0.1 0.37
H -2.00828 1.25972 -1.15719 0.1 -0.1 0.0 0.36
H -1.24893 2.06701 0.05923 0.0 -0.1 0.0 0.38
```
Forces are in eV/Å.

Properties
HOMO	-7.7	eV
energy	-10297.04321	eV
orbital gap	8.4819	eV



Computed, not measured: C4H12N4 in the gas phase at a distorted geometry, with ωB97M-V with the def2-TZVPD basis set.

Geometry as XYZ:
```
20
Properties=species:S:1:pos:R:3:forces:R:3:nbo_charge:R:1
C -0.74260 -2.57294 1.80049 0.8 -1.8 0.2 -0.46
C -0.49609 -0.33879 2.09913 -0.5 0.8 2.3 0.28
C 0.90270 1.46520 -0.49401 -0.3 0.8 -0.9 -0.24
C 1.04329 0.74480 -1.81731 0.2 -0.5 -0.5 -0.25
H -1.41826 -2.46903 0.93161 0.4 0.1 0.0 0.17
H 0.35784 -2.71030 1.48619 -1.6 -0.3 0.0 0.19
H -1.11773 -3.51786 2.31396 0.7 1.2 -0.5 0.21
H -0.46428 0.66189 2.67998 0.0 -1.8 -0.9 0.19
H -0.37833 -0.91863 0.16421 -0.1 -0.9 -0.9 0.38
H -1.08937 1.34774 -0.17853 -0.7 0.1 -0.2 0.34
H 1.72243 1.41076 0.16791 1.4 -0.4 0.4 0.21
H 0.85213 2.52799 -0.80444 -0.3 -0.2 0.5 0.19
H 1.07642 -0.34455 -1.79118 0.5 -0.1 0.5 0.19
H 1.93009 1.13243 -2.30789 0.5 -0.4 0.1 0.20
H 0.01922 2.04600 -2.93825 0.2 -0.7 -0.4 0.34
H -0.92533 0.99463 -2.30735 -0.1 -0.7 0.0 0.33
N -0.75514 -1.45207 2.68931 0.0 1.5 -0.3 -0.50
N -0.26254 -0.16083 0.77883 0.5 0.6 0.4 -0.48
N -0.23810 1.12989 0.29516 -0.6 0.6 0.2 -0.45
N -0.01635 1.02367 -2.76782 -1.0 1.9 -0.1 -0.80
```
Forces are in eV/Å.

Properties
HOMO	-8.9	eV
energy	-10301.01105	eV
SMILES	C/N=C\NNCCN
orbital gap	9.7033	eV



Computed, not measured: 2 unconnected molecules or ions with the total composition C4H12N4 at a distorted geometry, with ωB97M-V with the def2-TZVPD basis set.

Geometry as XYZ:
```
20
Properties=species:S:1:pos:R:3:forces:R:3:nbo_charge:R:1
C 0.77004 0.98435 -0.11004 -0.3 -0.3 3.8 0.41
C 1.36996 2.09917 -0.80123 2.5 -2.5 1.2 -0.75
C -1.94348 -1.10617 -0.73659 -0.6 -0.5 3.4 -0.63
C -0.65395 -1.04591 0.13908 -0.1 0.0 -6.3 0.12
N 0.77550 2.05065 3.04368 -1.6 -6.9 -2.3 -0.14
N 0.57284 1.07793 2.41738 1.1 4.1 2.2 0.16
N 0.10615 -0.01208 -0.57238 1.1 1.8 -0.8 -0.60
N 0.17393 -2.31480 -0.11961 1.3 1.5 -0.2 -0.71
H 1.40746 1.81250 -1.83526 1.2 0.4 -0.9 0.25
H 2.28849 2.40615 -0.15285 -1.3 -0.3 -2.0 0.30
H 0.65188 2.81439 -0.76447 -2.1 2.8 0.4 0.28
H -2.53685 -0.18479 -0.40688 0.8 -1.1 -1.4 0.28
H -2.53712 -1.95608 -0.35991 0.0 0.2 -0.3 0.26
H -1.65740 -1.32832 -1.74951 -0.4 0.6 -0.7 0.23
H -0.87310 -0.78029 1.09494 0.1 0.2 3.0 0.26
H 0.93000 3.01014 2.99182 0.6 2.7 -0.4 0.45
H -0.00651 0.12847 -1.58665 -0.6 -1.1 -0.1 0.41
H 0.17561 -2.50837 -1.20933 0.0 -0.1 2.8 0.48
H 1.17430 -2.11512 0.21640 -1.4 -0.6 -0.8 0.47
H -0.18774 -3.03182 0.50141 -0.2 -0.9 -0.5 0.47
```
Forces are in eV/Å.

Properties
HOMO (alpha / beta)	-16.0 / -17.0	eV
charge	+2
energy	-10280.59781	eV
orbital gap (alpha / beta)	6.9959 / 8.9208	eV



Computed, not measured: 2 unconnected molecules or ions with the total composition C4H12N4O at a distorted geometry, with ωB97M-V with the def2-TZVPD basis set.

Geometry as XYZ:
```
21
Properties=species:S:1:pos:R:3:forces:R:3:nbo_charge:R:1
C 2.44209 0.39644 0.18168 -0.1 -0.1 -0.4 -0.68
C 1.30876 -0.37072 0.79019 -0.3 0.8 2.1 0.29
C 0.52334 0.13553 1.76019 0.7 -0.6 -0.6 -0.48
O 1.19354 -1.70934 0.46631 0.4 0.1 -0.7 -0.71
H 1.99003 -1.97784 -0.02675 -0.5 0.1 0.3 0.48
H 2.60867 0.07525 -0.85198 0.1 0.1 0.0 0.20
H 2.22295 1.46892 0.16342 0.0 -0.3 0.1 0.25
H 3.36375 0.22422 0.74398 0.0 0.0 -0.1 0.23
H 0.65494 1.15034 2.11909 -0.1 -0.1 -0.3 0.21
H -0.20449 -0.48774 2.26920 0.0 0.1 -0.1 0.21
N -0.90607 0.04878 -1.21627 -0.9 -1.1 -0.2 -0.49
C -1.89126 -0.18054 -0.27203 0.0 2.0 -0.4 0.56
N -0.65371 1.37306 -1.64387 0.8 0.8 0.0 -0.67
N -2.04181 -1.48849 0.05978 0.1 -1.5 0.8 -0.83
N -2.67851 0.71080 0.22285 0.7 0.3 -0.8 -0.78
H -0.20489 -0.68607 -1.27606 -0.1 0.8 -0.4 0.39
H -1.48652 1.80137 -2.05571 -0.1 -0.7 0.1 0.36
H 0.02304 1.38304 -2.41038 -0.2 -0.4 0.4 0.36
H -2.72737 -1.55263 0.80638 0.1 0.0 -0.2 0.39
H -1.16748 -1.91174 0.36066 -0.1 -0.1 -0.2 0.38
H -2.36898 1.59737 -0.19071 -0.5 0.0 0.4 0.33
```
Forces are in eV/Å.

Properties
HOMO	-8.1	eV
energy	-12348.80732	eV
SMILES	[H]/N=C(/N)NN.C=C(C)O
orbital gap	8.5479	eV



Computed, not measured: C4H12N4O in the gas phase at a distorted geometry, with ωB97M-V with the def2-TZVPD basis set.

Geometry as XYZ:
```
21
Properties=species:S:1:pos:R:3:forces:R:3:nbo_charge:R:1
C -0.46406 -0.55001 0.06917 -0.2 0.1 0.3 0.35
C -2.83865 -0.66014 0.60757 0.0 0.1 -0.2 -0.42
C 2.49387 -0.79139 -0.56233 -0.1 -0.2 0.1 -0.70
N -1.80509 0.04856 -0.12327 0.2 0.5 0.3 -0.32
C 1.72998 0.40213 -0.05353 -0.3 -0.2 -0.2 0.49
N -1.91084 1.43847 0.13803 -0.3 0.2 0.1 -0.65
N 2.48276 1.53278 0.08019 0.5 0.1 0.0 -0.80
O -0.32230 -1.39705 -1.03817 -0.4 0.3 -1.3 -0.74
N 0.49001 0.49999 0.20888 0.0 0.0 0.1 -0.59
H -0.86868 -0.91559 -1.72174 0.7 -0.9 0.8 0.49
H -0.43248 -1.19072 0.97271 -0.1 0.1 -0.2 0.14
H -1.48452 1.66224 1.04308 0.0 0.0 -0.3 0.33
H -1.36148 1.91963 -0.56847 -0.1 -0.1 0.3 0.36
H 2.05245 2.31574 0.54005 0.0 0.0 0.0 0.40
H 3.48329 1.45033 0.13251 -0.1 0.0 0.0 0.38
H -2.81914 -1.70529 0.30875 0.0 -0.1 0.0 0.20
H -2.69595 -0.59475 1.69468 0.0 0.0 0.1 0.16
H -3.79870 -0.21928 0.34788 0.0 -0.1 0.0 0.22
H 3.34696 -0.98623 0.08810 0.1 0.0 0.0 0.22
H 2.86178 -0.58755 -1.56686 0.0 0.0 0.0 0.23
H 1.86078 -1.67189 -0.59722 0.1 0.1 0.0 0.26
```
Forces are in eV/Å.

Properties
HOMO	-8.7	eV
energy	-12349.47253	eV
SMILES	C/C(N)=N\[C@H](O)N(C)N
orbital gap	9.5778	eV